Below is an isolated molecule of C20H27N3O3S, with properties calculated with ωB97M-V with the def2-TZVPD basis set.

Atoms and positions in Å:
C: 0.937 3.410 4.447
H: 1.452 3.330 5.401
H: 0.111 4.108 4.551
H: 1.639 3.802 3.716
C: 0.406 2.041 4.037
N: -0.535 2.128 2.931
C: -1.294 0.902 2.767
H: -1.771 0.655 3.718
C: -2.372 1.106 1.699
N: -1.741 1.462 0.451
C: -1.578 0.678 -0.634
O: -0.861 1.012 -1.563
C: -2.389 -0.621 -0.679
N: -2.054 -1.459 -1.797
S: -0.781 -2.486 -1.506
O: -1.106 -3.191 -0.295
O: -0.547 -3.242 -2.699
C: 0.643 -1.459 -1.151
C: 1.054 -1.339 0.142
C: 2.128 -0.483 0.465
C: 2.597 -0.331 1.788
C: 3.616 0.535 2.071
C: 4.212 1.285 1.044
C: 3.790 1.148 -0.249
C: 2.743 0.261 -0.578
C: 2.293 0.090 -1.906
C: 1.263 -0.761 -2.192
H: 0.904 -0.907 -3.197
H: 2.775 0.652 -2.692
H: 4.253 1.718 -1.041
H: 5.013 1.968 1.287
H: 3.971 0.649 3.085
H: 2.133 -0.915 2.571
H: 0.555 -1.911 0.910
C: -2.326 -1.019 -3.149
C: -3.809 -1.148 -3.486
H: -3.962 -0.929 -4.539
H: -4.407 -0.454 -2.900
H: -4.148 -2.161 -3.284
H: -1.749 -1.688 -3.788
H: -1.985 0.009 -3.300
H: -2.188 -1.233 0.203
H: -3.456 -0.378 -0.710
C: -0.947 2.668 0.586
C: 0.106 2.481 1.675
H: 0.647 3.418 1.806
H: 0.822 1.705 1.355
H: -0.471 2.870 -0.373
H: -1.613 3.493 0.855
H: -2.980 0.211 1.597
H: -3.014 1.940 2.004
H: -0.648 0.056 2.466
H: 1.248 1.371 3.795
H: -0.135 1.611 4.884

Output
**SMILES**: CCN1CCN(C(=O)CN(CC)S(=O)(=O)c2ccc3ccccc3c2)CC1
**Energy above the lowest of the compared OMol25 structures with the same formula, charge and spin**: 142.5 kJ/mol
**Strongest force on any atom**: 1.0 eV Å⁻¹
**Orbital gap**: 8.816 eV
**LUMO energy**: 0.2 eV
**Highest occupied orbital energy**: -8.59 eV
**Total charge**: 0